Molecular formula: C43H33BrF5NO2SSbTl
Method: DFT, wB97M-V/def2-TZVPD

Geometry as ORCA input:
```
! wB97M-V def2-TZVPD RIJCOSX def2/J DEFGRID3
* xyz 0 1
Tl -0.12 1.79 -0.58
S -3.76 0.11 -3.31
C -2.55 -0.78 -4.08
C -2.58 -1.72 -5.14
C -1.41 -2.41 -5.42
C -0.25 -2.33 -4.63
C -0.15 -1.43 -3.63
C -1.33 -0.73 -3.33
N -1.51 -0.18 -2.09
C -2.75 0.21 -1.86
C -3.17 0.65 -0.54
C -4.51 0.52 -0.03
C -4.87 1.21 1.11
C -3.95 2.03 1.78
C -2.62 2.03 1.37
C -2.23 1.36 0.23
H -3.48 -1.83 -5.79
H -1.44 -3.13 -6.28
H 0.54 -3.05 -4.89
H 0.72 -1.23 -3.04
H -5.24 -0.10 -0.61
H -5.86 1.18 1.54
H -4.32 2.59 2.61
H -1.86 2.54 1.88
F 3.99 2.81 2.03
C 3.57 3.53 0.98
F 3.42 4.84 1.32
C 4.53 3.39 -0.23
F 4.55 2.07 -0.67
F 4.07 4.12 -1.28
F 5.80 3.66 0.09
C -3.27 -3.12 1.84
C -2.35 -3.95 2.72
C -2.87 -5.16 3.17
C -2.06 -5.97 3.93
C -0.71 -5.64 4.11
C -0.18 -4.46 3.60
C -1.00 -3.64 2.91
Sb -0.14 -1.93 1.81
C 1.68 -2.01 0.47
C 2.28 -0.83 0.01
C 3.03 -0.77 -1.17
C 3.32 -1.93 -1.83
C 2.89 -3.12 -1.30
C 2.08 -3.22 -0.17
C 1.57 -4.56 0.26
C 0.88 -0.81 3.37
C 0.03 0.31 3.71
C 0.42 1.25 4.61
C 1.71 1.07 5.20
C 2.54 0.02 4.88
C 2.16 -0.90 3.89
C 3.14 -1.99 3.49
H -4.27 -3.64 1.87
H -2.84 -2.90 0.84
H -3.34 -2.17 2.35
H -3.90 -5.40 3.03
H -2.46 -6.90 4.32
H -0.04 -6.27 4.71
H 0.84 -4.23 3.78
H 2.20 0.11 0.61
H 3.43 0.22 -1.46
H 3.83 -1.99 -2.80
H 3.26 -4.06 -1.77
H 2.32 -5.31 -0.01
H 0.62 -4.91 -0.17
H 1.39 -4.65 1.33
H -0.96 0.43 3.25
H -0.30 1.96 5.07
H 2.04 1.75 5.97
H 3.47 -0.04 5.36
H 3.58 -2.40 4.37
H 3.94 -1.64 2.80
H 2.58 -2.78 2.99
Br -2.37 6.47 -6.44
C -1.06 6.50 -5.08
C -0.01 7.44 -5.10
C 0.92 7.41 -4.04
C 0.93 6.36 -3.16
C -0.12 5.44 -3.17
C -1.16 5.56 -4.06
C -0.17 4.23 -2.28
O -1.05 3.31 -2.44
O 0.81 4.13 -1.50
H 0.08 8.26 -5.82
H 1.65 8.20 -3.96
H 1.77 6.24 -2.47
H -1.99 4.93 -3.95
*
```

As for the relative energy (zero: lowest compared OMol25 entry of this formula, charge and spin): 12.0 kcal/mol. As for the LUMO energy (spin up / spin down): -1.21 / -1.91 eV. Its highest occupied orbital energy (spin up / spin down) is -8.057 / -8.049 eV.

Molecular formula: C43H34AsBrN7O3RuS2Se
Method: DFT, wB97M-V/def2-TZVPD

Geometry as ORCA input:
```
! wB97M-V def2-TZVPD RIJCOSX def2/J DEFGRID3
* xyz 0 2
Ru -0.77 0.58 -0.23
S -0.68 2.81 0.39
C -1.00 2.89 2.12
C -1.31 4.12 2.71
C -1.52 4.23 4.07
C -1.42 3.11 4.90
C -1.12 1.88 4.33
C -0.93 1.77 2.96
As -0.41 0.15 2.06
C -1.60 -1.24 2.68
C -1.42 -2.53 2.19
C -2.33 -3.54 2.49
C -3.44 -3.25 3.26
C -3.64 -1.97 3.74
C -2.73 -0.96 3.45
C 1.25 -0.24 3.01
C 1.96 0.81 3.59
C 3.08 0.56 4.37
C 3.51 -0.74 4.57
C 2.84 -1.79 3.96
C 1.71 -1.54 3.20
H -1.38 5.00 2.07
H -1.76 5.20 4.50
H -1.57 3.20 5.96
H -1.01 1.01 4.96
H -0.59 -2.75 1.52
H -2.18 -4.53 2.08
H -4.16 -4.03 3.48
H -4.52 -1.74 4.33
H -2.91 0.04 3.80
H 1.62 1.83 3.45
H 3.60 1.39 4.83
H 4.38 -0.94 5.19
H 3.17 -2.81 4.11
H 1.18 -2.38 2.75
S 4.23 2.10 1.32
C 4.78 0.53 1.69
C 4.29 -0.40 0.84
C 3.47 0.19 -0.16
C 3.33 1.55 -0.04
C 2.64 2.51 -0.90
C 3.06 3.84 -0.93
C 2.37 4.75 -1.70
C 1.28 4.32 -2.44
C 0.94 2.98 -2.37
N 1.59 2.09 -1.62
H 5.40 0.36 2.56
H 4.49 -1.46 0.91
H 3.92 4.15 -0.35
H 2.68 5.79 -1.73
H 0.70 4.99 -3.06
H 0.08 2.61 -2.90
Br 0.51 -4.30 -1.37
C 1.65 -3.55 -2.67
C 1.61 -4.13 -3.94
C 2.41 -3.64 -4.96
C 3.25 -2.56 -4.73
C 3.28 -1.98 -3.47
C 2.48 -2.45 -2.43
C 2.55 -1.77 -1.10
O 2.99 -0.49 -1.26
O 2.27 -2.25 -0.04
H 0.95 -4.97 -4.10
H 2.37 -4.11 -5.93
H 3.90 -2.19 -5.51
H 3.93 -1.14 -3.28
C -0.82 -0.53 -5.73
N -1.39 -0.13 -4.46
C -2.74 0.35 -4.27
C -2.67 0.92 -2.84
O -3.58 1.45 -2.28
N -1.38 0.69 -2.36
C -0.68 0.16 -3.35
N 0.61 -0.12 -3.25
H -1.63 -0.79 -6.40
H -0.20 -1.42 -5.61
H -0.23 0.27 -6.19
H -3.48 -0.45 -4.30
H -3.02 1.13 -4.98
H 1.13 0.34 -2.50
H 1.13 -0.47 -4.04
Se -2.60 -3.10 -1.33
N -4.29 -2.68 -0.85
C -4.25 -1.49 -0.26
C -5.30 -0.72 0.27
C -5.01 0.55 0.77
C -3.73 1.06 0.76
N -2.70 0.33 0.30
C -2.94 -0.89 -0.19
N -1.89 -1.55 -0.66
H -6.31 -1.11 0.26
H -5.81 1.16 1.17
H -3.49 2.06 1.10
*
```

As for the relative energy (zero: lowest compared OMol25 entry of this formula, charge and spin): 41.1 kcal/mol. As for the LUMO energy (spin up / spin down): -0.20 / -0.20 eV. Its highest occupied orbital energy (spin up / spin down) is -5.384 / -6.503 eV.

Molecular formula: C43H34AsBrN7O3RuS2Se
Method: DFT, wB97M-V/def2-TZVPD

Geometry as ORCA input:
```
! wB97M-V def2-TZVPD RIJCOSX def2/J DEFGRID3
* xyz 0 6
Ru 0.58 0.27 0.52
S 2.53 -0.13 -0.92
C 2.15 -0.18 -2.64
C 3.22 -0.46 -3.51
C 3.03 -0.52 -4.88
C 1.77 -0.29 -5.43
C 0.71 0.00 -4.59
C 0.89 0.05 -3.20
As -0.55 0.53 -2.02
C -1.89 -0.84 -2.32
C -1.68 -1.94 -3.15
C -2.66 -2.92 -3.27
C -3.86 -2.80 -2.57
C -4.07 -1.70 -1.74
C -3.08 -0.74 -1.60
C -1.30 2.01 -3.03
C -2.66 2.21 -3.17
C -3.14 3.34 -3.83
C -2.26 4.27 -4.34
C -0.89 4.08 -4.21
C -0.41 2.95 -3.55
H 4.20 -0.62 -3.09
H 3.87 -0.74 -5.52
H 1.62 -0.34 -6.50
H -0.27 0.21 -5.00
H -0.75 -2.05 -3.69
H -2.50 -3.77 -3.92
H -4.63 -3.55 -2.68
H -4.99 -1.61 -1.18
H -3.22 0.09 -0.91
H -3.37 1.49 -2.77
H -4.21 3.48 -3.93
H -2.63 5.15 -4.85
H -0.19 4.80 -4.61
H 0.66 2.82 -3.44
S 1.66 4.34 1.96
C 2.23 4.23 0.34
C 1.96 3.03 -0.23
C 1.26 2.15 0.65
C 1.05 2.74 1.88
C 0.48 1.98 2.97
C 0.31 2.43 4.27
C -0.18 1.55 5.22
C -0.47 0.24 4.86
C -0.29 -0.13 3.54
N 0.16 0.72 2.62
H 2.74 5.08 -0.10
H 2.24 2.77 -1.24
H 0.56 3.45 4.53
H -0.32 1.88 6.24
H -0.84 -0.48 5.57
H -0.51 -1.13 3.19
Br 3.70 -4.02 1.33
C 4.05 -3.06 2.93
C 4.87 -3.68 3.86
C 5.20 -3.02 5.03
C 4.72 -1.73 5.26
C 3.92 -1.12 4.31
C 3.55 -1.78 3.14
C 2.61 -1.06 2.20
O 2.84 0.14 1.96
O 1.61 -1.69 1.77
H 5.26 -4.67 3.66
H 5.84 -3.50 5.76
H 4.99 -1.21 6.16
H 3.56 -0.11 4.46
C -0.42 -5.28 -0.70
N -0.72 -4.00 -0.11
C -1.86 -3.69 0.71
C -1.66 -2.20 0.96
O -2.37 -1.55 1.68
N -0.56 -1.77 0.26
C -0.04 -2.87 -0.34
N 1.01 -2.84 -1.14
H -1.07 -6.03 -0.25
H 0.61 -5.58 -0.49
H -0.59 -5.28 -1.78
H -1.86 -4.24 1.66
H -2.81 -3.85 0.20
H 1.64 -2.03 -1.07
H 1.43 -3.72 -1.41
Se -1.11 5.21 -0.58
N -2.12 5.39 0.98
C -2.36 4.16 1.39
C -3.11 3.82 2.52
C -3.26 2.47 2.82
C -2.66 1.51 2.04
N -1.88 1.79 0.94
C -1.77 3.06 0.61
N -1.06 3.44 -0.50
H -3.56 4.60 3.12
H -3.85 2.15 3.67
H -2.76 0.46 2.26
*
```

As for the relative energy (zero: lowest compared OMol25 entry of this formula, charge and spin): 16.9 kcal/mol. As for the LUMO energy (spin up / spin down): 0.28 / -3.03 eV. Its highest occupied orbital energy (spin up / spin down) is -6.796 / -7.128 eV.